No. 1
Entry from OMol25: 2 unconnected molecules or ions with the total composition C29H64N3OP (the ωB97M-V functional and the def2-TZVPD basis).

The geometry in XYZ format:
```
98
Properties=species:S:1:pos:R:3:mulliken_spin:R:1
C 1.33 1.44 1.37 0.000
C 1.02 -0.11 1.30 0.000
C -0.05 -0.43 0.19 -0.009
C 0.70 -0.66 -1.17 0.001
C 0.24 0.34 -2.31 0.000
C -1.24 0.00 -2.77 0.000
C -1.68 0.87 -4.00 0.000
C -1.71 2.41 -3.73 0.000
C -2.75 2.90 -2.66 0.000
C -2.35 2.68 -1.16 0.000
C -2.84 3.83 -0.20 0.000
C -1.88 3.95 1.05 0.000
C -0.85 5.14 0.89 0.000
C -0.03 4.80 -0.39 0.000
C 1.23 5.68 -0.65 0.000
C 1.80 5.23 -2.06 0.000
C 3.00 4.22 -1.90 0.000
C 2.84 3.03 -2.92 0.000
C 4.11 2.08 -2.94 0.000
C 4.60 1.75 -1.48 0.000
N 5.12 0.33 -1.34 0.000
P 4.95 -0.16 0.40 0.000
N 6.12 0.40 1.30 0.000
H 1.40 1.89 0.35 0.000
H 0.55 1.91 2.00 0.000
H 2.31 1.61 1.88 0.000
H 0.72 -0.45 2.32 0.001
H 1.97 -0.61 1.01 -0.001
H -0.53 -1.40 0.48 0.014
H -0.85 0.34 0.15 -0.005
H 1.81 -0.64 -1.08 0.001
H 0.39 -1.67 -1.54 0.000
H 0.88 0.13 -3.20 0.000
H 0.37 1.40 -2.01 0.000
H -1.22 -1.08 -3.06 0.000
H -1.96 0.06 -1.92 0.000
H -2.62 0.49 -4.45 0.000
H -0.88 0.70 -4.77 0.000
H -0.68 2.81 -3.52 0.000
H -2.01 2.90 -4.70 0.000
H -2.88 4.00 -2.83 0.000
H -3.71 2.36 -2.85 0.000
H -1.25 2.59 -1.10 0.000
H -2.77 1.73 -0.74 0.000
H -2.98 4.80 -0.73 0.000
H -3.82 3.49 0.22 0.000
H -1.25 3.03 1.05 0.000
H -2.43 3.98 2.02 0.000
H -0.24 5.14 1.83 0.000
H -1.45 6.07 0.81 0.000
H 0.34 3.75 -0.33 0.000
H -0.69 4.91 -1.28 0.000
H 1.04 6.78 -0.62 0.000
H 2.02 5.42 0.10 0.000
H 2.02 6.08 -2.73 0.000
H 0.99 4.64 -2.56 0.000
H 3.93 4.78 -2.16 0.000
H 3.02 3.79 -0.87 0.000
H 1.94 2.41 -2.72 0.000
H 2.75 3.45 -3.95 0.000
H 3.82 1.12 -3.44 0.000
H 4.91 2.59 -3.50 0.000
H 3.78 1.88 -0.75 0.000
H 5.44 2.44 -1.26 0.000
H 4.53 -0.26 -1.95 0.000
H 6.11 0.25 -1.60 0.000
H 3.71 0.35 0.88 0.000
H 4.84 -1.59 0.39 0.000
H 6.61 -0.39 1.72 0.000
C -2.68 -3.51 3.92 0.015
C -2.94 -4.13 2.54 0.034
C -3.83 -5.37 2.70 0.021
C -3.09 -6.56 3.30 -0.018
C -1.84 -6.87 2.49 0.018
C -0.92 -5.66 2.29 0.033
N -1.66 -4.44 1.85 0.279
O -1.91 -4.57 0.56 0.608
C -0.15 -5.36 3.59 0.017
C 0.19 -6.05 1.29 -0.008
C -3.73 -3.04 1.80 -0.008
H -3.61 -3.12 4.35 0.001
H -2.30 -4.21 4.66 0.002
H -1.98 -2.67 3.86 -0.008
H -4.24 -5.66 1.73 0.004
H -4.70 -5.13 3.32 0.002
H -2.84 -6.36 4.35 0.001
H -3.75 -7.43 3.31 0.002
H -1.29 -7.68 2.98 0.003
H -2.15 -7.27 1.52 0.004
H 0.36 -4.40 3.54 -0.006
H 0.62 -6.12 3.77 0.001
H -0.77 -5.38 4.49 0.002
H -0.21 -6.40 0.34 0.001
H 0.79 -6.87 1.69 0.000
H 0.86 -5.21 1.10 0.000
H -3.12 -2.14 1.65 0.002
H -4.61 -2.74 2.37 0.000
H -4.10 -3.37 0.82 0.000
```

Summary:
Multiplicity: 2
Charge: +1
HOMO (spin up / spin down) in hartree: -0.38374 / -0.41008
<S²>: 0.754
Total energy in hartree: -1723.81873
Orbital gap (spin up / spin down) in Eh: 0.26889 / 0.29523

***

No. 2
Entry from OMol25: a molecular structure, C3H3IO2 (the ωB97M-V functional and the def2-TZVPD basis).

The geometry in XYZ format:
```
9
Properties=species:S:1:pos:R:3:mulliken_charge:R:1
C -1.09 -2.39 1.70 0.917
C 0.19 0.17 0.03 -0.164
C -1.39 -1.24 1.33 -1.161
O -0.82 -3.33 2.33 -0.364
O 0.06 -0.10 -1.17 -0.459
I -2.10 -0.10 3.01 0.114
H -0.48 0.92 0.47 0.301
H 1.06 -0.28 0.56 0.291
H -1.58 -0.91 0.29 0.525
```

Summary:
HOMO in hartree: -0.34691
Total energy in hartree: -564.18420
Orbital gap in Eh: 0.30300

***

No. 3
Entry from OMol25: a molecular structure, C11H22CoN6O5S2 (the ωB97M-V functional and the def2-TZVPD basis).

The geometry in XYZ format:
```
47
Properties=species:S:1:pos:R:3:mulliken_spin:R:1
O -2.91 -1.02 -1.67 0.004
H -3.77 -1.46 -1.72 -0.001
Co -0.12 0.04 0.34 1.904
N 1.20 -0.70 -0.80 0.363
N -0.70 0.69 -1.29 0.261
O 2.29 -1.50 -0.55 0.045
O -1.86 1.42 -1.47 0.006
C 1.07 -0.49 -2.13 0.098
C -0.06 0.29 -2.44 0.203
C 2.10 -1.08 -3.01 -0.014
C -0.57 0.58 -3.80 -0.014
H 2.29 -2.14 -2.79 0.005
H 3.04 -0.52 -2.88 0.009
H 1.80 -0.99 -4.06 -0.003
H -1.60 0.98 -3.76 0.003
H -0.58 -0.33 -4.42 0.007
H 0.09 1.32 -4.29 0.017
H 2.45 -1.50 0.46 0.002
H -2.52 0.66 -1.57 0.005
O 1.24 3.01 0.05 -0.005
H 2.14 3.13 -0.28 0.001
H 0.68 3.53 -0.57 0.002
C -1.95 -1.91 -0.99 0.001
H -1.78 -1.57 0.04 0.004
H -1.04 -1.92 -1.59 -0.012
H -2.38 -2.92 -1.02 0.000
O 1.78 -4.10 2.42 -0.001
H 1.99 -4.74 1.71 0.000
H 1.47 -4.64 3.17 0.000
N 2.54 -1.42 2.02 0.013
C 2.05 -0.16 2.38 0.001
N 0.97 0.37 1.82 0.033
C 0.66 1.59 2.42 0.014
C 1.59 2.00 3.35 -0.009
S 2.84 0.83 3.52 0.016
C -0.62 2.05 2.07 0.006
C -1.40 3.10 2.50 -0.001
S -3.00 2.93 1.91 0.016
C -2.59 1.40 1.23 0.000
N -1.28 1.13 1.26 0.018
N -3.56 0.54 0.82 0.009
H 3.49 -1.56 2.35 -0.001
H 1.97 -2.24 2.26 -0.001
H 1.52 2.95 3.85 -0.001
H -1.04 3.92 3.10 -0.001
H -4.51 0.89 0.93 0.001
H -3.43 -0.43 1.11 -0.003
```

Summary:
Multiplicity: 4
HOMO (spin up / spin down) in hartree: -0.14977 / -0.19823
<S²>: 3.790
Total energy in hartree: -3316.02347
Orbital gap (spin up / spin down) in Eh: 0.15466 / 0.20239

***

No. 4
Entry from OMol25: a molecular structure, H22HeO11 (the ωB97M-V functional and the def2-TZVPD basis).

The geometry in XYZ format:
```
34
Properties=species:S:1:pos:R:3:mulliken_charge:R:1
He -0.10 0.13 0.69 0.020
O -2.29 -0.80 2.58 -0.710
H -3.11 -0.83 2.10 0.333
H -1.71 -1.40 2.10 0.357
O -2.11 0.09 -2.53 -0.672
H -2.15 0.96 -2.14 0.324
H -2.71 0.12 -3.27 0.316
O 2.38 1.40 1.17 -0.631
H 2.67 1.98 0.46 0.279
H 2.39 0.53 0.78 0.318
O -1.55 1.94 2.44 -0.734
H -1.81 1.04 2.63 0.387
H -1.89 2.44 3.19 0.333
O 2.85 -0.78 -0.65 -0.621
H 2.86 -1.69 -0.35 0.283
H 3.07 -0.83 -1.58 0.286
O -1.18 3.91 0.44 -0.648
H -0.23 3.93 0.31 0.305
H -1.32 3.17 1.03 0.377
O 1.17 1.90 3.39 -0.686
H 1.67 1.82 2.57 0.437
H 0.26 1.78 3.12 0.373
O 0.40 -1.25 -3.33 -0.697
H -0.44 -0.84 -3.15 0.342
H 0.46 -1.97 -2.70 0.410
O -0.61 -2.76 1.36 -0.764
H -1.34 -3.36 1.49 0.342
H 0.12 -3.16 1.84 0.329
O 0.41 -3.49 -1.65 -0.708
H 0.11 -3.31 -0.76 0.371
H -0.36 -3.83 -2.10 0.312
O 1.64 1.30 -3.01 -0.625
H 1.07 1.46 -3.77 0.284
H 1.40 0.42 -2.72 0.378
```

Summary:
HOMO in hartree: -0.35409
Total energy in hartree: -843.73787
Orbital gap in Eh: 0.33970

***

No. 5
Entry from OMol25: 13 unconnected molecules or ions with the total composition C20H56BN14O20 (the ωB97M-V functional and the def2-TZVPD basis).

The geometry in XYZ format:
```
111
Properties=species:S:1:pos:R:3:mulliken_spin:R:1
O -1.30 -2.12 2.50 0.001
C -0.63 -1.65 1.65 0.000
O -0.27 -0.37 1.52 -0.001
B 0.30 -0.02 0.21 0.000
O 0.56 -1.37 -0.38 0.000
C -0.12 -2.32 0.30 0.000
O -0.33 -3.45 0.09 0.000
O 1.56 0.69 0.41 0.000
C 1.58 1.75 -0.33 0.000
O 2.54 2.54 -0.49 0.000
C 0.21 1.91 -0.92 0.000
O -0.53 0.91 -0.64 0.000
O -0.10 2.89 -1.64 0.000
O -0.38 1.73 3.90 0.000
H -0.46 2.43 3.25 0.000
H 0.13 1.05 3.45 0.000
O -1.49 -5.91 0.68 0.000
H -2.06 -5.68 1.41 0.000
H -1.00 -5.10 0.50 0.000
C 0.86 5.81 -3.76 0.000
O -0.02 5.69 -4.58 0.000
N 2.07 6.02 -4.01 0.000
N 0.74 5.41 -2.54 0.000
H 2.37 6.32 -4.92 0.000
H 2.63 6.16 -3.17 0.000
H 1.55 5.49 -1.94 0.000
H 0.09 4.64 -2.44 0.000
C -4.30 -2.52 0.80 0.000
O -4.83 -2.03 1.76 0.003
N -3.42 -3.49 0.79 0.000
N -4.69 -2.26 -0.40 0.000
H -2.92 -3.70 1.64 0.000
H -3.16 -3.73 -0.15 0.000
H -4.48 -2.81 -1.23 0.000
H -5.28 -1.45 -0.53 0.000
C -3.26 3.90 -3.57 0.000
O -4.14 3.08 -3.35 0.000
N -3.26 4.59 -4.68 0.000
N -2.23 4.19 -2.83 0.000
H -4.06 4.43 -5.28 0.000
H -2.44 5.11 -4.94 0.000
H -2.11 3.57 -2.04 0.000
H -1.46 4.77 -3.13 0.000
C 3.71 5.28 2.73 0.000
O 4.62 6.15 2.81 0.000
N 3.73 4.29 1.84 0.000
N 2.65 5.19 3.47 0.000
H 2.96 3.63 1.83 0.000
H 4.45 4.43 1.15 0.000
H 2.43 5.82 4.22 0.000
H 2.23 4.27 3.37 0.000
C -4.74 0.61 4.05 -0.009
O -5.02 1.57 4.82 0.943
N -5.69 0.00 3.45 0.028
N -3.56 0.25 3.81 0.032
H -6.64 0.33 3.56 -0.003
H -5.59 -0.78 2.81 0.009
H -2.83 0.76 4.29 -0.005
H -3.43 -0.59 3.26 0.002
C 3.36 -3.35 -2.00 0.000
O 4.52 -3.49 -2.37 0.000
N 2.55 -2.63 -2.61 0.000
N 2.76 -3.87 -1.00 0.000
H 1.62 -2.56 -2.21 0.000
H 2.88 -2.10 -3.41 0.000
H 1.81 -3.77 -0.69 0.000
H 3.31 -4.49 -0.43 0.000
C 0.98 -5.39 2.90 0.000
O 2.06 -4.88 3.13 0.000
N 0.79 -6.58 2.41 0.000
N -0.14 -4.78 3.04 0.000
H 1.63 -7.14 2.31 0.000
H -0.13 -6.95 2.21 0.000
H -0.15 -3.88 3.50 0.000
H -0.96 -5.38 3.02 0.000
C 3.57 1.51 -3.78 0.000
C 4.67 0.58 -3.34 0.000
C 4.48 0.04 -1.92 0.000
O 4.65 -0.54 -4.11 0.000
H 2.97 1.15 -4.62 0.000
H 4.09 2.41 -4.10 0.000
H 2.75 1.82 -3.14 0.000
H 5.69 0.94 -3.47 0.000
H 5.32 -0.61 -1.70 0.000
H 3.58 -0.57 -1.85 0.000
H 4.44 0.80 -1.14 0.000
H 5.14 -1.28 -3.74 0.000
C -2.04 0.78 -4.82 0.000
C -0.57 0.97 -4.80 0.000
C 0.18 -0.08 -4.09 0.000
O -0.01 1.09 -6.12 0.000
H -2.54 1.53 -5.43 0.000
H -2.24 0.87 -3.75 0.000
H -2.36 -0.21 -5.14 0.000
H -0.55 1.98 -4.37 0.000
H 0.45 -0.83 -4.83 0.000
H -0.36 -0.46 -3.22 0.000
H 1.10 0.23 -3.60 0.000
H 0.27 0.21 -6.40 0.000
C -1.81 -3.32 6.01 0.000
C -0.93 -2.11 5.67 0.000
C -0.46 -1.48 7.01 0.000
O 0.22 -2.52 4.81 0.000
H -2.48 -3.13 6.85 0.000
H -1.33 -4.30 6.03 0.000
H -2.47 -3.43 5.15 0.000
H -1.54 -1.40 5.10 0.000
H 0.21 -2.18 7.50 0.000
H -1.35 -1.31 7.61 0.000
H -0.02 -0.50 6.87 0.000
H 0.71 -1.72 4.62 0.000
```

Summary:
Multiplicity: 2
HOMO (spin up / spin down) in hartree: -0.33308 / -0.33308
<S²>: 0.753
Total energy in hartree: -3092.10333
Orbital gap (spin up / spin down) in Eh: 0.29780 / 0.09266

***

No. 6
Entry from OMol25: 5 unconnected molecules or ions with the total composition C2H16NO4 (the ωB97M-V functional and the def2-TZVPD basis).

The geometry in XYZ format:
```
23
Properties=species:S:1:pos:R:3:mulliken_spin:R:1
C 0.62 0.72 -2.59 0.123
C 0.55 0.67 -1.11 0.457
N -0.63 0.07 -0.34 0.413
H 1.64 0.58 -3.01 -0.093
H 0.19 -0.18 -3.07 -0.024
H 0.07 1.66 -2.88 -0.044
H 1.41 0.11 -0.56 0.011
H 0.67 1.71 -0.73 -0.046
H -0.63 0.51 0.57 -0.157
H -0.66 -0.95 -0.13 -0.110
H -1.62 0.31 -0.76 0.011
H -0.37 -3.18 -0.30 -0.096
H 0.92 -2.43 -0.74 0.168
O -0.01 -2.36 -0.20 0.112
H -0.47 -1.20 3.08 0.003
H -0.02 0.31 3.15 -0.031
O -0.41 -0.41 2.61 0.096
H 3.56 -0.05 1.01 -0.111
H 2.99 -0.22 2.24 -0.039
O 2.75 -0.14 1.25 0.281
H -3.66 0.96 1.45 -0.042
H -3.66 2.18 0.50 -0.044
O -3.23 1.32 0.57 0.164
```

Summary:
Multiplicity: 2
HOMO (spin up / spin down) in hartree: -0.08947 / -0.40830
<S²>: 0.751
Total energy in hartree: -441.31687
Orbital gap (spin up / spin down) in Eh: 0.10293 / 0.41502

***

No. 7
Entry from OMol25: a molecular structure, C23H19AsN3O2S4W (the ωB97M-V functional and the def2-TZVPD basis).

The geometry in XYZ format:
```
53
Properties=species:S:1:pos:R:3:mulliken_spin:R:1
W -0.32 0.16 0.19 1.293
C 1.51 4.19 0.45 -0.001
O 0.10 4.29 0.13 0.012
C -0.36 3.07 0.04 0.022
N 0.48 2.09 0.21 -0.040
C 1.84 2.70 0.26 -0.049
C 2.77 2.16 1.32 0.006
C 2.28 1.69 2.54 0.015
C 3.15 1.26 3.52 -0.001
C 4.52 1.32 3.31 0.004
C 5.01 1.80 2.10 -0.002
C 4.14 2.22 1.11 0.005
C -1.73 2.73 -0.32 0.035
C -2.78 3.58 -0.58 0.031
C -4.00 3.03 -0.97 0.002
C -4.13 1.65 -1.07 0.030
C -3.04 0.85 -0.77 0.042
N -1.85 1.39 -0.42 0.014
C -2.97 -0.58 -0.70 0.042
N -1.85 -1.13 -0.32 -0.003
C -2.09 -2.58 -0.17 0.032
C -3.52 -2.74 -0.73 0.000
O -3.98 -1.39 -0.95 0.031
C -1.07 -3.43 -0.88 -0.009
C -0.58 -4.58 -0.27 -0.005
C 0.29 -5.42 -0.95 0.001
C 0.69 -5.10 -2.24 -0.001
C 0.21 -3.95 -2.86 0.000
C -0.68 -3.13 -2.18 -0.010
H 1.65 4.50 1.49 0.001
H 2.06 4.85 -0.21 0.001
H 2.29 2.52 -0.73 0.006
H 1.22 1.73 2.74 0.006
H 2.76 0.89 4.46 0.002
H 5.21 1.00 4.08 0.000
H 6.08 1.86 1.94 0.000
H 4.52 2.58 0.16 0.000
H -2.65 4.65 -0.47 0.002
H -4.84 3.67 -1.19 0.001
H -5.06 1.19 -1.37 0.004
H -2.05 -2.80 0.90 -0.002
H -4.20 -3.24 -0.05 0.002
H -3.52 -3.27 -1.69 0.001
H -0.89 -4.83 0.74 0.002
H 0.65 -6.32 -0.47 0.000
H 1.37 -5.75 -2.78 0.000
H 0.53 -3.70 -3.86 0.000
H -1.08 -2.25 -2.68 0.003
S 3.23 -1.98 -1.41 0.072
As 1.59 -0.97 -0.68 -0.002
S 0.49 0.25 -2.19 0.185
S -1.39 0.39 2.36 0.064
S -0.01 -1.12 2.14 0.156
```

Summary:
Multiplicity: 3
Charge: +1
HOMO (spin up / spin down) in hartree: -0.36936 / -0.38790
<S²>: 2.030
Total energy in hartree: -5098.10770
Orbital gap (spin up / spin down) in Eh: 0.19878 / 0.21111

***

No. 8
Entry from OMol25: 13 unconnected molecules or ions with the total composition C6H33NO13 (the ωB97M-V functional and the def2-TZVPD basis).

The geometry in XYZ format:
```
53
Properties=species:S:1:pos:R:3:mulliken_charge:R:1
O 1.81 1.90 -1.65 -0.727
C 0.80 2.57 -1.47 0.129
C 0.19 2.80 -0.14 -0.915
C 0.65 1.80 0.92 -0.990
C 0.16 0.43 0.62 0.633
C 0.80 -0.68 1.01 -0.555
N 0.48 -1.99 0.55 -0.175
C -0.45 -2.73 1.04 -0.499
H 0.41 3.13 -2.34 0.386
H 0.48 3.83 0.22 0.434
H -0.93 2.82 -0.18 0.349
H 0.29 2.09 1.90 0.740
H 1.76 1.84 0.99 0.172
H -0.76 0.35 0.00 0.057
H 1.78 -0.69 1.60 0.534
H -0.66 -3.69 0.54 0.327
H -1.14 -2.48 1.83 0.158
H 2.93 1.07 -0.63 0.430
H 3.27 -0.44 -0.52 0.450
O 3.53 0.43 -0.19 -0.854
H -3.67 1.24 -3.52 0.302
H -2.18 0.78 -3.58 0.410
O -3.15 0.47 -3.54 -0.703
H 0.01 0.50 -2.96 0.548
H -1.16 0.57 -1.92 0.500
O -0.70 1.10 -2.62 -0.874
H -0.28 -1.28 3.67 0.449
H 1.24 -1.34 3.78 0.272
O 0.52 -1.90 3.69 -0.663
H 3.38 0.56 1.51 0.311
H 4.17 0.43 2.83 0.304
O 3.28 0.62 2.47 -0.656
H 3.23 -2.59 -1.49 0.247
H 2.03 -2.21 -0.59 0.516
O 2.65 -1.88 -1.30 -0.675
H -1.67 -1.39 -1.73 0.370
H -2.86 -0.43 -2.05 0.389
O -2.22 -0.68 -1.34 -0.841
H 0.24 -2.24 -1.68 0.348
H 0.10 -1.54 -3.06 0.368
O -0.31 -2.17 -2.46 -0.840
H -2.76 0.95 2.96 0.520
H -4.30 1.23 3.20 0.287
O -3.62 1.29 2.57 -0.717
H 1.98 -0.88 -2.53 0.491
H 1.83 0.62 -2.82 0.443
O 1.54 -0.30 -3.16 -0.982
H -2.65 -0.84 0.32 0.308
H -3.41 -0.23 1.49 0.399
O -2.87 -0.95 1.25 -0.765
H -0.68 0.59 2.87 0.424
H -1.74 -0.47 2.45 0.495
O -1.35 0.01 3.23 -1.070
```

Summary:
HOMO in hartree: -0.33622
Total energy in hartree: -1281.27274
Orbital gap in Eh: 0.34914

***

No. 9
Entry from OMol25: a single C7H8 molecule (the ωB97M-V functional and the def2-TZVPD basis).

The geometry in XYZ format:
```
15
Properties=species:S:1:pos:R:3:mulliken_charge:R:1
C 2.65 0.00 0.23 0.216
C 3.90 -0.46 0.21 -0.772
C -0.91 0.74 0.48 -0.494
C -1.43 -0.62 -0.13 -0.503
C 0.29 1.15 -0.27 -0.799
C -0.41 -1.73 -0.08 -1.040
C 1.51 0.46 0.00 0.562
H -1.83 1.24 0.22 0.305
H -0.82 0.57 1.53 0.401
H -2.29 -0.81 0.46 0.393
H -1.62 -0.48 -1.22 0.334
H 0.07 1.10 -1.33 0.358
H 0.50 2.33 -0.20 0.316
H 0.11 -1.97 0.88 0.324
H 0.26 -1.51 -0.79 0.399
```

Summary:
HOMO (spin up / spin down) in hartree: -0.25182 / -0.25188
Total energy in hartree: -271.15372
Orbital gap (spin up / spin down) in Eh: 0.18324 / 0.18394

***

No. 10
Entry from OMol25: 2 unconnected molecules or ions with the total composition C6H12O (the ωB97M-V functional and the def2-TZVPD basis).

The geometry in XYZ format:
```
19
Properties=species:S:1:pos:R:3:mulliken_charge:R:1
C -0.60 0.18 2.48 -1.075
C 0.37 1.06 1.70 -0.805
C 0.55 0.62 0.27 0.656
C 1.19 -0.53 0.01 -1.015
C 0.36 1.36 -2.14 -0.842
C -0.11 1.31 -0.89 -0.177
H -0.17 -0.77 2.83 0.339
H -1.36 -0.32 1.87 0.339
H -1.05 0.75 3.28 0.320
H 1.31 1.19 2.24 0.362
H 0.02 2.10 1.71 0.377
H 1.45 -0.86 -0.98 0.355
H 1.46 -1.08 0.89 0.250
H -0.31 1.22 -2.98 0.244
H 1.43 1.28 -2.29 0.368
H -0.87 1.81 -0.29 0.312
H -1.44 -2.89 -1.83 0.317
H -1.14 -2.98 -3.35 0.316
O -1.08 -3.45 -2.52 -0.639
```

Summary:
SMILES string: C=CC(=C)CC.O
HOMO in hartree: -0.31637
Total energy in hartree: -310.94562
Orbital gap in Eh: 0.33824

***

- Which of these has the lowest total energy?
  C23H19AsN3O2S4W